No. 1
4 unconnected molecules or ions with the total composition C30H29F10NO13S in a non-equilibrium geometry. Source: the OMol25 dataset; level of theory: wB97M-V/def2-TZVPD.

Atoms and positions in Å:
C (0.79548, -2.47298, 0.47440)
C (0.32236, -1.51209, 1.54388)
O (-0.29998, -1.92186, 2.49187)
O (0.61873, -0.14985, 1.47676)
C (1.86594, 0.13721, 0.93209)
O (2.85212, -0.41846, 1.32284)
C (1.83655, 1.22355, -0.15035)
C (0.49809, 1.11880, -0.89177)
C (0.47105, 0.31817, -1.99207)
C (-0.68664, 0.14573, -2.71024)
C (-1.80702, 0.79822, -2.36033)
C (-1.77378, 1.63314, -1.28349)
S (-3.33208, 2.49088, -1.00484)
O (-3.94936, 2.57454, -2.30208)
O (-3.16200, 3.79084, -0.44711)
C (-4.46269, 1.43230, 0.01827)
F (-4.21623, 1.73511, 1.28967)
F (-4.11140, 0.15201, -0.14125)
C (-5.99011, 1.70125, -0.22810)
F (-6.57393, 1.65236, 0.97916)
F (-6.21392, 2.92247, -0.68442)
C (-6.74154, 0.64234, -1.08500)
F (-6.73766, -0.54922, -0.50284)
F (-8.02473, 1.04307, -1.10077)
C (-6.33147, 0.51608, -2.57514)
F (-7.19237, -0.35587, -3.12480)
F (-6.48125, 1.64403, -3.22285)
F (-5.12152, 0.00201, -2.73277)
C (-0.63960, 1.80436, -0.51240)
C (-0.61296, 2.71916, 0.69644)
C (-0.22766, 4.14803, 0.25971)
F (-1.74844, 2.65291, 1.44948)
C (-0.42680, -0.79627, -3.86136)
O (-1.16563, -1.20184, -4.71859)
N (0.96735, -1.10461, -3.76849)
C (1.57301, -0.52168, -2.63127)
O (2.70135, -0.67778, -2.23856)
H (0.07184, -3.27445, 0.36766)
H (1.73298, -2.92101, 0.79583)
H (0.89623, -1.98101, -0.49124)
H (1.87312, 2.19920, 0.33467)
H (2.67574, 1.11822, -0.82446)
H (-2.70728, 0.65870, -2.94334)
H (0.19383, 2.36502, 1.33477)
H (0.66868, 4.44062, 0.81176)
H (-0.98948, 4.88393, 0.49594)
H (0.06822, 4.16295, -0.78737)
H (1.05373, -2.11428, -3.63112)
O (7.71456, -1.89911, 5.37679)
C (6.61797, -1.67693, 4.96037)
O (6.37243, -0.83618, 3.92466)
C (4.95445, -0.69322, 3.73037)
C (4.33910, -1.93233, 4.36209)
C (5.31080, -2.22573, 5.50106)
H (4.62336, 0.22803, 4.21911)
H (4.73796, -0.62435, 2.67044)
H (3.30913, -1.78438, 4.68377)
H (4.35181, -2.75680, 3.64729)
H (5.05205, -1.68250, 6.41143)
H (5.39470, -3.28871, 5.70776)
O (-1.79995, -6.30938, -7.86924)
C (-1.37788, -5.20024, -7.73730)
O (-0.41347, -4.87541, -6.84027)
C (-0.19908, -3.45127, -6.84320)
C (-0.70347, -2.97385, -8.19520)
C (-1.83575, -3.95705, -8.47635)
H (-0.75753, -3.01371, -6.01635)
H (0.86077, -3.24525, -6.70146)
H (-1.01129, -1.92967, -8.19366)
H (0.07945, -3.09196, -8.94648)
H (-2.78261, -3.62411, -8.04913)
H (-1.95099, -4.15979, -9.53715)
O (1.66461, 3.86822, 4.29564)
C (2.03533, 3.21796, 5.22699)
O (3.24767, 3.38527, 5.80782)
C (3.45101, 2.37356, 6.80482)
C (2.05917, 1.90073, 7.19777)
C (1.29300, 2.07617, 5.89010)
H (4.04673, 1.57186, 6.36010)
H (3.99565, 2.78995, 7.64881)
H (2.03990, 0.88350, 7.58468)
H (1.64811, 2.55812, 7.96532)
H (1.37414, 1.19291, 5.25356)
H (0.24931, 2.33170, 6.04830)

Lowest unoccupied orbital energy (eV): -1.871
Charge: 0
ΔE to the lowest compared entry with this formula, charge and spin (kJ/mol): 0.0
Structure (SMILES): CC(=O)OC(=O)Cc1c2c(cc(S(=O)(=O)C(F)(F)C(F)(F)C(F)(F)C(F)(F)F)c1[C@@H](C)F)C(=O)NC2=O.O=C1CCCO1.O=C1CCCO1.O=C1CCCO1
E_tot (eV): -97697.8725
Orbital gap (eV): 8.4
HOMO (eV): -10.229

These are the Löwdin partial charges, in e, on atoms 1 to 5: atom 1 (C): 0.04, atom 2 (C): -0.44, atom 3 (O): 0.14, atom 4 (O): 0.09, atom 5 (C): -0.40

***

No. 2
7 unconnected molecules or ions with the total composition C30H29F4N3 in a non-equilibrium geometry. Source: the OMol25 dataset; level of theory: wB97M-V/def2-TZVPD.

Atoms and positions in Å:
F (7.32561, 0.92500, -3.80814)
C (7.72963, 0.58233, -2.52252)
C (6.77736, 0.10372, -1.65195)
C (7.15313, -0.14765, -0.32489)
C (8.46785, -0.08893, 0.00250)
C (9.45497, 0.25051, -0.90142)
C (9.08786, 0.61149, -2.20590)
H (5.76171, 0.13591, -2.01775)
H (6.39726, -0.46817, 0.37676)
H (8.82070, -0.42810, 0.96523)
H (10.47690, 0.33373, -0.56211)
H (9.77889, 0.90083, -2.98382)
F (-3.85994, 6.01182, 6.20157)
C (-4.99021, 5.78449, 5.45748)
C (-6.21778, 5.94853, 6.12599)
C (-7.36867, 5.63920, 5.42565)
C (-7.31044, 5.16994, 4.10289)
C (-6.14472, 5.22858, 3.41003)
C (-4.92053, 5.39707, 4.13218)
H (-6.25231, 6.20717, 7.17399)
H (-8.25323, 5.73841, 6.03731)
H (-8.23633, 4.86463, 3.63822)
H (-6.09303, 4.83465, 2.40577)
H (-3.96045, 5.25791, 3.65754)
F (-10.95765, 1.77931, -3.20719)
C (-9.80502, 1.74617, -3.89623)
C (-8.85122, 0.75455, -3.88185)
C (-7.60419, 0.94348, -4.48395)
C (-7.35547, 2.09175, -5.23404)
C (-8.34554, 3.09645, -5.29947)
C (-9.60281, 2.87927, -4.69276)
H (-9.06934, -0.15548, -3.34272)
H (-6.86768, 0.16665, -4.34081)
H (-6.43577, 2.25318, -5.77670)
H (-8.09743, 4.00030, -5.83604)
H (-10.37073, 3.63769, -4.73129)
F (3.74985, -9.54953, 2.01601)
C (4.55209, -8.48849, 2.19984)
C (5.93493, -8.65337, 2.50951)
C (6.70443, -7.52094, 2.77716)
C (6.10569, -6.26698, 2.63156)
C (4.79485, -6.15161, 2.21933)
C (4.00857, -7.28499, 2.03438)
H (6.38384, -9.63390, 2.56829)
H (7.75871, -7.59030, 3.00097)
H (6.63729, -5.33553, 2.75886)
H (4.45753, -5.18270, 1.88193)
H (2.99356, -7.15876, 1.68765)
C (-2.28763, -0.12381, -0.15973)
C (-0.91249, -0.56659, -0.22653)
N (0.20238, -0.82393, -0.26382)
H (-2.60794, 0.18686, -1.15421)
H (-2.36826, 0.65124, 0.60243)
H (-2.88156, -0.97677, 0.16861)
C (1.80797, -4.32114, -3.54925)
C (0.80394, -3.56644, -4.24459)
N (0.02010, -2.96293, -4.80013)
H (1.63115, -4.59425, -2.50894)
H (2.71016, -3.70973, -3.53079)
H (1.97615, -5.22264, -4.13842)
C (3.24337, 3.91413, 0.99302)
C (2.18617, 3.59450, 1.97667)
N (1.36715, 3.29617, 2.76321)
H (3.41280, 3.13171, 0.25329)
H (4.17810, 4.00540, 1.54624)
H (3.17604, 4.91886, 0.57579)

Lowest unoccupied orbital energy (eV): 0.295
Charge: 0
ΔE to the lowest compared entry with this formula, charge and spin (kJ/mol): 147.5
Structure (SMILES): Fc1ccccc1.Fc1ccccc1.Fc1ccccc1.Fc1ccccc1.CC#N.CC#N.CC#N
E_tot (eV): -46917.8681
Orbital gap (eV): 9.6
HOMO (eV): -9.325

These are the natural (NBO) partial charges, in e, on atoms 1 to 5: atom 1 (F): -0.34, atom 2 (C): 0.40, atom 3 (C): -0.28, atom 4 (C): -0.19, atom 5 (C): -0.23

***

No. 3
A molecular structure, C30H29MgN4OPS2 in a non-equilibrium geometry. Source: the OMol25 dataset; level of theory: wB97M-V/def2-TZVPD.

Atoms and positions in Å:
Mg (1.69637, -0.56209, -0.20254)
C (0.65564, -1.23145, 3.96805)
C (1.42994, -0.74455, 2.77010)
N (1.22698, -1.29573, 1.61445)
N (0.29937, -2.27769, 1.53403)
C (0.19849, -2.91301, 0.41535)
S (1.10437, -2.75473, -1.01237)
S (-1.00184, -4.19082, 0.30397)
C (-1.89942, -4.06401, 1.91120)
C (-3.17570, -3.31995, 1.71320)
C (-4.31359, -3.99709, 1.28690)
C (-5.48195, -3.31095, 1.01147)
C (-5.53157, -1.93613, 1.16947)
C (-4.41550, -1.25818, 1.62923)
C (-3.24064, -1.94268, 1.89192)
C (2.34699, 0.36348, 2.92380)
C (2.74341, 0.76090, 4.21095)
C (3.50528, 1.88540, 4.43197)
C (3.87259, 2.68193, 3.35397)
C (3.54314, 2.29921, 2.07743)
C (2.83039, 1.11255, 1.81073)
O (2.61249, 0.77278, 0.58062)
H (-0.32565, -1.56497, 3.63664)
H (0.52920, -0.45529, 4.71671)
H (1.16787, -2.08276, 4.41709)
H (-1.20737, -3.55522, 2.57780)
H (-2.06886, -5.09166, 2.22831)
H (-4.27338, -5.06976, 1.16557)
H (-6.35723, -3.84891, 0.67756)
H (-6.43687, -1.39277, 0.93710)
H (-4.47210, -0.19026, 1.78766)
H (-2.36457, -1.41002, 2.23597)
H (2.46446, 0.15742, 5.06055)
H (3.81612, 2.15168, 5.43074)
H (4.42512, 3.59822, 3.51244)
H (3.86598, 2.89562, 1.23400)
C (-2.17807, 1.35296, 0.59016)
P (-0.43140, 1.10212, 0.03633)
C (0.21734, 2.77165, 0.43852)
C (-0.70273, 1.14826, -1.76684)
C (-0.21990, 2.13340, -2.61942)
C (-0.45434, 2.04745, -3.98324)
C (-1.17784, 0.99057, -4.50757)
C (-1.64288, -0.00685, -3.66520)
C (-1.39586, 0.06608, -2.30783)
H (-2.80933, 0.56444, 0.18704)
H (-2.53998, 2.32112, 0.24475)
H (-2.21259, 1.31685, 1.67900)
H (-0.41784, 3.56068, 0.03608)
H (1.23743, 2.86923, 0.08116)
H (0.24444, 2.84794, 1.52581)
H (0.34760, 2.96402, -2.22416)
H (-0.07207, 2.81266, -4.64367)
H (-1.38598, 0.95124, -5.56664)
H (-2.20291, -0.83861, -4.06295)
H (-1.74574, -0.72155, -1.65002)
N (2.81994, 2.66714, -6.84997)
C (2.79414, 2.07401, -5.87110)
C (2.73161, 1.36284, -4.64573)
C (2.20735, 0.07109, -4.59324)
C (2.09441, -0.53951, -3.35538)
N (2.46246, 0.04783, -2.22715)
C (3.00410, 1.25467, -2.28011)
C (3.16578, 1.95846, -3.45996)
H (1.89311, -0.43402, -5.49132)
H (1.68983, -1.53800, -3.26695)
H (3.30638, 1.66109, -1.32709)
H (3.60560, 2.94227, -3.46535)

Lowest unoccupied orbital energy (eV): -0.770
Charge: 0
ΔE to the lowest compared entry with this formula, charge and spin (kJ/mol): 47.1
E_tot (eV): -75995.8265
Orbital gap (eV): 6.7
HOMO (eV): -7.482

These are the natural (NBO) partial charges, in e, on atoms 1 to 5: atom 1 (Mg): 1.69, atom 2 (C): -0.69, atom 3 (C): 0.32, atom 4 (N): -0.47, atom 5 (N): -0.45